Entry from the Open Molecules 2025 dataset: 12 unconnected molecules or ions with the total composition C50H97F6N15O16S6 (ωB97M-V/def2-TZVPD).

CARTESIAN COORDINATES (ANGSTROEM)
C 3.057 3.466 -3.356
C 4.209 3.309 -2.403
N 5.012 2.100 -2.650
C 4.429 0.875 -2.576
C 5.403 -0.027 -2.663
N 6.580 0.651 -2.814
C 6.295 1.937 -2.899
C 7.897 0.076 -3.026
H 3.335 3.727 -4.373
H 2.414 4.242 -2.940
H 2.360 2.624 -3.405
H 3.952 3.327 -1.335
H 4.903 4.156 -2.336
H 3.384 0.739 -2.383
H 5.376 -1.088 -2.593
H 6.970 2.767 -3.013
H 8.187 -0.494 -2.146
H 8.599 0.893 -3.167
H 7.937 -0.569 -3.898
C -1.493 1.412 -0.882
C -0.409 1.139 -1.926
N 0.728 0.438 -1.303
C 1.207 -0.828 -1.556
C 2.152 -1.038 -0.627
N 2.286 0.117 0.121
C 1.492 1.026 -0.414
C 3.206 0.339 1.249
H -2.487 1.237 -1.286
H -1.372 2.367 -0.380
H -1.403 0.603 -0.136
H -0.046 2.052 -2.386
H -0.807 0.443 -2.659
H 0.718 -1.464 -2.273
H 2.859 -1.825 -0.409
H 1.417 2.029 -0.009
H 2.825 -0.176 2.139
H 3.185 1.401 1.497
H 4.204 -0.003 1.030
C 3.040 -7.950 -5.596
C 3.467 -6.748 -4.787
N 2.612 -5.587 -5.092
C 1.646 -5.074 -4.267
C 1.172 -3.978 -4.875
N 1.806 -3.876 -6.071
C 2.703 -4.826 -6.153
C 1.463 -2.982 -7.176
H 3.501 -8.871 -5.235
H 3.216 -7.824 -6.662
H 1.975 -8.164 -5.454
H 4.515 -6.509 -4.956
H 3.399 -6.914 -3.717
H 1.421 -5.471 -3.297
H 0.391 -3.336 -4.513
H 3.489 -4.930 -6.878
H 2.103 -2.099 -7.119
H 0.462 -2.580 -7.058
H 1.578 -3.458 -8.139
C 0.220 0.680 3.326
C 0.968 1.806 3.954
N 0.556 2.055 5.357
C -0.563 1.623 5.999
C -0.391 1.885 7.306
N 0.788 2.563 7.414
C 1.305 2.705 6.226
C 1.372 3.165 8.623
H 0.536 0.505 2.292
H -0.846 0.879 3.180
H 0.334 -0.294 3.810
H 1.004 2.726 3.373
H 2.028 1.553 4.032
H -1.445 1.290 5.487
H -1.109 1.809 8.102
H 2.270 3.132 6.001
H 1.038 2.604 9.496
H 1.070 4.198 8.747
H 2.447 3.013 8.605
C 2.760 -4.070 1.809
C 1.323 -3.864 1.423
N 0.377 -3.763 2.552
C -0.961 -4.047 2.432
C -1.537 -3.920 3.615
N -0.537 -3.534 4.499
C 0.606 -3.550 3.842
C -0.695 -3.116 5.901
H 3.128 -3.249 2.434
H 3.423 -4.033 0.946
H 2.855 -5.030 2.313
H 0.954 -4.628 0.738
H 1.160 -2.947 0.847
H -1.332 -4.325 1.440
H -2.543 -4.105 3.942
H 1.587 -3.295 4.210
H -0.646 -4.017 6.509
H -1.694 -2.706 6.006
H 0.077 -2.399 6.141
C -4.799 -7.443 0.176
C -5.500 -6.091 0.106
C -4.735 -5.063 0.863
N -5.413 -3.700 0.931
C -6.733 -3.810 1.637
C -4.552 -2.698 1.641
C -3.962 -1.792 0.571
C -5.092 -1.726 -0.443
C -5.600 -3.150 -0.463
H -5.249 -8.229 -0.424
H -4.765 -7.847 1.191
H -3.763 -7.322 -0.157
H -6.486 -6.304 0.534
H -5.654 -5.804 -0.933
H -3.773 -4.810 0.394
H -4.501 -5.273 1.912
H -7.090 -2.806 1.819
H -6.479 -4.305 2.574
H -7.392 -4.441 1.060
H -5.186 -2.065 2.256
H -3.777 -3.219 2.201
H -3.726 -0.810 0.984
H -3.027 -2.191 0.180
H -5.862 -1.030 -0.102
H -4.780 -1.439 -1.441
H -6.626 -3.328 -0.783
H -5.038 -3.731 -1.198
C -5.081 8.721 0.565
C -4.026 8.005 1.383
C -4.400 6.571 1.557
N -3.405 5.737 2.378
C -3.279 6.162 3.775
C -2.055 5.816 1.730
C -1.351 4.533 2.011
C -2.406 3.462 2.310
C -3.722 4.252 2.332
H -6.082 8.779 0.998
H -5.199 8.255 -0.417
H -4.752 9.745 0.384
H -3.880 8.494 2.346
H -3.136 8.021 0.751
H -4.417 5.981 0.627
H -5.386 6.374 1.993
H -2.474 5.603 4.242
H -4.249 6.032 4.252
H -3.065 7.225 3.834
H -1.518 6.703 2.063
H -2.164 6.005 0.663
H -0.714 4.652 2.902
H -0.604 4.319 1.259
H -2.218 2.919 3.237
H -2.483 2.760 1.482
H -4.446 4.086 3.124
H -4.199 4.144 1.353
N 5.537 -1.977 -0.229
S 6.165 -3.315 -0.988
O 6.041 -4.559 -0.340
O 7.204 -3.113 -1.937
F 4.929 -3.398 -2.054
S 6.721 -1.779 0.840
O 8.014 -1.525 0.307
O 6.564 -2.692 1.919
F 6.312 -0.378 1.483
N 2.369 4.004 0.808
S 1.968 5.334 0.040
O 2.998 5.995 -0.667
O 0.972 6.133 0.661
F 1.080 4.673 -1.115
S 3.448 4.601 1.921
O 3.163 5.816 2.573
O 4.782 4.368 1.523
F 3.165 3.462 3.036
N -0.418 -0.739 -5.159
S 0.588 0.391 -5.578
O 0.419 1.690 -5.021
O 1.063 0.250 -6.916
F 1.900 -0.134 -4.730
S -1.814 -0.187 -5.823
O -1.813 0.167 -7.182
O -2.588 0.552 -4.908
F -2.502 -1.627 -5.851
C -1.882 5.493 -1.805
C -3.350 5.816 -1.477
O -3.737 6.981 -1.651
O -4.025 4.841 -0.963
H -1.666 4.423 -1.882
H -1.336 5.939 -0.974
H -1.592 5.873 -2.784
C -1.859 -2.850 -2.608
C -1.111 -3.699 -1.570
O 0.155 -3.627 -1.599
O -1.805 -4.472 -0.819
H -1.581 -1.797 -2.436
H -2.905 -2.751 -2.349
H -1.713 -3.218 -3.615

The charge is +2. For the HOMO-LUMO gap, the calculation gives 5.5 eV. The HOMO energy comes out at -0.379 hartree.